2 unconnected molecules or ions with the total composition ClHN2O at a distorted geometry. Source: the OMol25 dataset; level of theory: ωB97M-V/def2-TZVPD.

Output
* F_max: 1.411 eV/Å
* highest occupied orbital energy: -0.3926 hartree
* calculated total energy: -17565.3665 eV
* HOMO-LUMO gap: 10.63 eV
* ΔE to the lowest compared entry with this formula, charge and spin: 0.0 kJ/mol

The geometry in XYZ format:
```
5
Properties=species:S:1:pos:R:3:lowdin_charge:R:1
N 0.78 1.23 -1.61 0.013
N 1.72 0.96 -1.11 0.019
O -0.62 -0.29 0.62 -0.605
Cl -0.33 -1.79 1.35 0.550
H -1.56 -0.10 0.75 0.023
```